No. 1
{
  "formula": "C4H7NO2",
  "method": "ωB97M-V/def2-TZVPD",
  "species": ["O", "C", "N", "C", "C", "O", "C", "H", "H", "H", "H", "H", "H", "H"],
  "xyz": [[-2.29, 0.13, -1.55], [-1.45, 0.90, -1.12], [-0.26, 0.42, -0.70], [-0.05, -1.00, -0.43], [1.00, -0.57, 0.61], [0.74, -0.92, 1.94], [0.74, 0.91, 0.25], [-1.58, 2.00, -1.05], [0.30, -1.53, -1.31], [-0.88, -1.59, 0.00], [2.01, -0.90, 0.38], [-0.19, -0.76, 2.11], [1.56, 1.42, -0.23], [0.35, 1.49, 1.10]],
  "e_above_lowest_kcal_mol": 40.6,
  "lumo_ev": 0.73,
  "homo_energy_ev": -9.647,
  "smiles": "O=CN1CC(O)C1",
  "charge": 0,
  "multiplicity": 1,
  "homo_lumo_gap_ev": 10.4
}

No. 2
{
  "formula": "C4H7NO2",
  "method": "ωB97M-V/def2-TZVPD",
  "species": ["C", "C", "C", "O", "N", "C", "O", "H", "H", "H", "H", "H", "H", "H"],
  "xyz": [[-1.04, 1.97, -0.05], [-0.21, 0.79, 0.35], [-0.56, -0.51, 0.11], [-1.67, -0.84, -0.60], [0.34, -1.48, 0.39], [1.46, -1.15, -0.19], [2.58, -1.79, 0.20], [-1.70, 2.28, 0.77], [-1.67, 1.77, -0.92], [-0.39, 2.82, -0.30], [0.52, 0.98, 1.13], [-1.62, -1.81, -0.69], [1.60, -0.68, -1.17], [2.35, -2.36, 0.95]],
  "e_above_lowest_kcal_mol": 48.1,
  "lumo_ev": 0.82,
  "homo_energy_ev": -8.132,
  "smiles": "C/C=C(O)/N=C/O",
  "charge": 0,
  "multiplicity": 1,
  "homo_lumo_gap_ev": 9.0
}

No. 3
{
  "formula": "C4H7NO2",
  "method": "ωB97M-V/def2-TZVPD",
  "species": ["C", "C", "C", "O", "C", "O", "N", "H", "H", "H", "H", "H", "H", "H"],
  "xyz": [[-1.54, -0.39, -0.53], [-0.14, -0.68, 0.05], [-0.01, -0.07, 1.55], [0.41, -1.81, -0.22], [0.77, 0.57, -0.18], [0.73, 1.12, 1.00], [1.60, 0.91, -1.13], [-2.25, -1.12, -0.11], [-1.91, 0.62, -0.32], [-1.50, -0.54, -1.61], [0.69, -0.64, 2.15], [-0.89, 0.27, 2.11], [2.34, 1.59, -1.00], [1.65, 0.29, -1.93]],
  "e_above_lowest_kcal_mol": 72.8,
  "lumo_ev": 0.51,
  "homo_energy_ev": -7.821,
  "charge": 0,
  "multiplicity": 1,
  "homo_lumo_gap_ev": 8.3
}

No. 4
{
  "formula": "C4H7NO2",
  "method": "ωB97M-V/def2-TZVPD",
  "species": ["C", "C", "N", "O", "C", "C", "O", "H", "H", "H", "H", "H", "H", "H"],
  "xyz": [[-1.38, -1.10, -0.28], [-0.36, -0.03, -0.04], [-0.61, 1.07, 0.56], [-1.92, 1.15, 0.99], [1.02, -0.13, -0.60], [2.15, 0.48, 0.09], [1.98, -0.94, 0.08], [-2.28, -0.67, -0.73], [-0.99, -1.89, -0.93], [-1.69, -1.56, 0.67], [-1.97, 2.04, 1.34], [1.06, -0.24, -1.69], [2.99, 0.87, -0.49], [1.98, 0.95, 1.05]],
  "e_above_lowest_kcal_mol": 82.5,
  "lumo_ev": 0.96,
  "homo_energy_ev": -9.882,
  "smiles": "C/C(=N\\O)[C@H]1CO1",
  "charge": 0,
  "multiplicity": 1,
  "homo_lumo_gap_ev": 10.8
}

No. 5
{
  "formula": "C4H7NO2",
  "method": "ωB97M-V/def2-TZVPD",
  "species": ["O", "O", "C", "C", "C", "N", "C", "H", "H", "H", "H", "H", "H", "H"],
  "xyz": [[-2.09, -1.70, -0.71], [-1.79, -0.33, -1.00], [-0.63, -0.05, -0.34], [0.00, -0.80, 0.55], [1.28, -0.13, 0.95], [1.36, 1.10, 0.13], [0.07, 1.29, -0.55], [-3.04, -1.64, -0.52], [-0.39, -1.72, 0.95], [1.30, 0.10, 2.02], [2.15, -0.78, 0.75], [2.08, 0.97, -0.57], [0.21, 1.59, -1.59], [-0.51, 2.09, -0.06]],
  "e_above_lowest_kcal_mol": 103.0,
  "lumo_ev": 0.82,
  "homo_energy_ev": -8.542,
  "smiles": "OOC1=CCNC1",
  "charge": 0,
  "multiplicity": 1,
  "homo_lumo_gap_ev": 9.4
}

No. 6
{
  "formula": "C4H7NO2",
  "method": "ωB97M-V/def2-TZVPD",
  "species": ["C", "C", "N", "O", "C", "C", "O", "H", "H", "H", "H", "H", "H", "H"],
  "xyz": [[1.49, 1.28, 0.61], [0.71, 0.24, 0.90], [0.14, -0.07, 2.13], [0.41, -0.76, -0.01], [-0.24, -0.31, -1.15], [-1.29, -1.17, -1.68], [-1.58, 0.05, -0.98], [1.99, 1.34, -0.35], [1.66, 2.07, 1.33], [-0.79, -0.46, 2.04], [0.19, 0.69, 2.80], [0.35, 0.35, -1.78], [-1.53, -2.08, -1.14], [-1.52, -1.16, -2.74]],
  "e_above_lowest_kcal_mol": 62.8,
  "lumo_ev": 1.07,
  "homo_energy_ev": -8.476,
  "smiles": "C=C(N)O[C@H]1CO1",
  "charge": 0,
  "multiplicity": 1,
  "homo_lumo_gap_ev": 9.5
}

No. 7
{
  "formula": "C4H7NO2",
  "method": "ωB97M-V/def2-TZVPD",
  "species": ["N", "C", "O", "C", "C", "C", "O", "H", "H", "H", "H", "H", "H", "H"],
  "xyz": [[-1.21, 0.18, -2.30], [-0.17, 0.37, -1.37], [0.94, 0.56, -1.87], [-0.42, 0.21, 0.10], [0.87, 0.17, 1.00], [0.81, -1.07, 1.91], [-0.26, -1.56, 2.19], [-2.03, 0.54, -1.81], [-0.74, 0.32, -3.19], [-0.98, -0.72, 0.29], [-1.04, 1.03, 0.46], [0.81, 1.04, 1.63], [1.77, 0.17, 0.37], [1.66, -1.24, 2.59]],
  "e_above_lowest_kcal_mol": 31.3,
  "lumo_ev": 0.69,
  "homo_energy_ev": -9.884,
  "smiles": "NC(=O)CCC=O",
  "charge": 0,
  "multiplicity": 1,
  "homo_lumo_gap_ev": 10.6
}

No. 8
{
  "formula": "C4H7NO2",
  "method": "ωB97M-V/def2-TZVPD",
  "species": ["O", "C", "C", "N", "C", "C", "O", "H", "H", "H", "H", "H", "H", "H"],
  "xyz": [[0.19, -1.92, 1.40], [0.60, -0.67, 0.96], [1.12, -0.51, -0.42], [0.70, 0.66, -0.81], [-0.21, 1.32, 0.00], [-0.47, 0.44, 1.08], [-1.30, 0.40, 1.99], [-0.56, -1.71, 1.99], [1.44, -0.26, 1.58], [1.81, -1.10, -1.00], [-1.83, -0.32, -2.53], [1.15, 1.10, -1.60], [-1.90, 0.38, -2.28], [-0.75, 2.19, -0.35]],
  "e_above_lowest_kcal_mol": 82.2,
  "lumo_ev": [0.11, 0.11],
  "homo_energy_ev": [-7.888, -7.887],
  "charge": 0,
  "multiplicity": 1,
  "homo_lumo_gap_ev": [8.0, 8.0]
}

No. 9
{
  "formula": "C4H7NO2",
  "method": "ωB97M-V/def2-TZVPD",
  "species": ["O", "C", "C", "N", "C", "O", "C", "H", "H", "H", "H", "H", "H", "H"],
  "xyz": [[-0.23, 1.81, -0.42], [0.41, 0.58, -0.70], [-0.62, -0.51, -1.00], [-1.48, -0.69, 0.17], [-0.85, -0.75, 1.27], [0.47, -0.63, 1.46], [1.25, 0.09, 0.48], [-1.06, 1.61, 0.03], [1.06, 0.76, -1.56], [-0.09, -1.45, -1.21], [-1.23, -0.25, -1.87], [-1.37, -0.93, 2.20], [2.04, -0.58, 0.13], [1.70, 0.94, 1.01]],
  "e_above_lowest_kcal_mol": 34.1,
  "lumo_ev": 0.84,
  "homo_energy_ev": -9.921,
  "smiles": "O[C@@H]1CN=COC1",
  "charge": 0,
  "multiplicity": 1,
  "homo_lumo_gap_ev": 10.8
}

> What is the multiplicity in the second record?

1

> charge of number 1 (C4H7NO2)?

0

> Which value of charge does entry 5 give?

0